This record from the Open Molecules 2025 dataset describes a cluster of 5 separate species, C23H51BF8O5PS in total. The level of theory is ωB97M-V/def2-TZVPD.

Calculated values
spin multiplicity: 1
LUMO energy: 2.581 eV
net charge: -1
HOMO level: -0.1796 Ha
gap between HOMO and LUMO: 7.47 eV

XYZ file:
```
90
Properties=species:S:1:pos:R:3:forces:R:3:lowdin_charge:R:1
S 2.1446 3.4870 2.5222 0.057 0.019 0.039 0.02
P 0.3283 2.7086 2.7138 0.553 0.052 -0.259 0.45
F -1.3789 0.8644 -0.6939 0.163 0.196 0.134 0.05
F -0.0500 4.0533 -0.2323 0.100 -0.275 -0.032 0.05
F 2.1016 -1.4923 -1.6043 -0.036 -0.134 -0.179 0.16
F 1.1537 2.3621 -0.9797 -0.217 0.107 0.048 0.08
F -2.3314 1.1034 2.9026 0.073 -0.027 -0.020 -0.07
F 3.1600 0.1709 -0.7297 0.138 0.137 -0.019 0.14
F 2.8530 -1.6121 0.4267 0.024 -0.239 -0.051 0.13
F -2.0265 2.5971 0.5068 0.242 -0.276 -0.160 0.03
O -5.4668 2.2952 -1.9787 -0.004 -0.046 -0.042 -0.16
O 1.0861 -0.3448 -0.0724 -0.053 0.049 0.118 0.03
O 6.0651 -0.9324 -4.8925 0.004 -0.039 -0.031 -0.17
O 3.3109 -0.2299 5.2867 -0.027 -0.012 0.040 -0.16
O -4.0309 -3.7306 -0.2896 0.071 -0.022 0.094 -0.16
C -4.2431 2.9979 -1.7920 0.122 0.023 0.038 -0.27
C 4.2292 -0.9172 6.1070 0.000 -0.022 0.037 -0.30
C -4.3187 4.1029 -0.7534 -0.232 0.079 -0.117 -0.08
C 7.2789 -0.2905 -4.5578 0.066 0.039 -0.011 -0.29
C -1.8297 -0.8831 1.6887 -0.621 -0.307 0.340 -0.19
C 7.9115 -0.7939 -3.2703 -0.081 -0.023 0.047 -0.08
C -0.1148 2.8008 -0.7705 -0.176 0.023 -0.131 -0.30
C 2.2553 -0.7969 -0.4730 -0.077 0.046 0.042 -0.74
C 5.5091 -0.1442 6.3861 0.018 0.034 -0.078 -0.09
C -4.6138 -4.9929 -0.5299 -0.036 -0.039 -0.019 -0.29
C 1.1267 0.3353 1.2304 0.199 -0.015 0.214 -0.11
C -6.5572 3.0731 -2.4217 -0.066 0.021 0.012 -0.29
C 3.7701 0.0885 3.9780 -0.044 -0.024 -0.115 -0.27
C -4.4032 -2.6880 -1.1743 0.003 0.118 -0.040 -0.27
C -5.8863 -2.3597 -1.1512 -0.043 -0.112 0.009 -0.08
C 5.0158 -0.7835 -3.9435 -0.102 0.001 0.064 -0.27
C 4.5868 0.6533 -3.7122 0.098 0.061 -0.066 -0.07
C -6.3426 3.7288 -3.7773 0.087 0.014 0.003 -0.09
C -2.6600 -1.7789 2.6450 0.431 -0.183 -0.266 -0.09
C -1.2535 0.3425 2.3680 0.435 -0.178 -0.120 -0.31
C 4.1300 -1.1318 3.1449 0.137 0.021 0.308 -0.08
C -4.2644 -5.5869 -1.8855 -0.007 0.082 -0.054 -0.08
C -0.8929 1.8525 0.1586 -0.082 0.356 0.121 -0.36
B -0.1910 1.2379 1.4990 -0.569 -0.213 -0.010 -0.68
H -6.8234 3.8297 -1.6736 0.014 0.019 -0.017 0.11
H -5.5766 4.5043 -3.7380 -0.019 0.017 0.008 0.06
H -1.0164 -1.4835 1.2737 0.061 0.236 -0.091 0.11
H 5.0141 -1.6391 3.5402 0.007 -0.001 -0.035 0.06
H 3.3071 -1.8474 3.1366 -0.032 0.022 -0.071 0.08
H 4.4656 -1.9026 5.6864 0.030 0.008 -0.009 0.10
H 6.1188 -0.0298 5.4889 0.007 -0.020 0.006 0.06
H -6.0758 -1.4618 -1.7402 0.024 0.028 0.017 0.07
H -3.1834 -5.5894 -2.0308 0.005 -0.027 0.018 0.08
H 4.1824 -1.3558 -4.3502 0.027 -0.012 -0.042 0.12
H -0.6843 -0.0186 3.2438 -0.194 0.083 0.030 0.12
H -7.3976 2.3794 -2.4817 0.020 -0.024 0.010 0.11
H 3.6984 -1.0932 7.0443 -0.024 0.012 -0.010 0.11
H 4.6149 0.7840 4.0266 -0.001 -0.002 0.007 0.11
H -6.0311 2.9858 -4.5132 -0.029 -0.009 -0.005 0.08
H -3.5270 2.2439 -1.4741 -0.037 -0.048 0.029 0.10
H 7.9473 -0.4900 -5.3969 -0.026 -0.021 -0.015 0.11
H -2.4167 -1.5766 3.6925 -0.190 0.104 -0.078 0.07
H -3.3276 4.5122 -0.5657 0.032 -0.054 0.011 0.07
H 4.3493 -0.8340 2.1227 -0.028 0.033 -0.027 0.07
H 5.3618 1.2377 -3.2131 -0.028 -0.010 0.045 0.07
H -3.8313 -1.8212 -0.8442 0.023 -0.025 0.024 0.11
H -4.7123 -5.0234 -2.7055 -0.020 -0.015 0.006 0.06
H 5.2883 -1.2565 -2.9939 0.008 0.018 0.008 0.11
H -3.8859 3.3972 -2.7496 -0.031 0.017 -0.003 0.11
H 2.9510 0.6368 3.5140 0.027 0.025 0.046 0.08
H -7.2686 4.1941 -4.1192 -0.012 -0.013 0.006 0.07
H -5.7028 -4.9490 -0.4023 -0.006 0.004 -0.035 0.11
H -6.4935 -3.1663 -1.5679 0.006 0.009 -0.024 0.06
H -2.4809 -0.5834 0.8645 0.244 0.048 -0.065 0.10
H 0.1751 2.1809 4.0118 -0.255 0.066 0.017 -0.03
H 1.1994 -0.4580 1.9875 0.014 0.077 -0.061 0.11
H -4.7177 3.7168 0.1849 0.073 -0.029 0.022 0.09
H 8.0050 -1.8808 -3.2925 0.028 0.002 -0.017 0.08
H -4.0751 -2.9132 -2.1958 -0.022 -0.020 -0.003 0.11
H 6.1095 -0.6699 7.1307 -0.013 -0.005 0.016 0.07
H 4.3564 1.1421 -4.6607 -0.024 -0.028 -0.010 0.08
H 7.3218 -0.5249 -2.3933 0.015 0.026 0.000 0.07
H -4.6304 -6.6128 -1.9500 0.007 -0.009 0.015 0.07
H -0.6280 2.8712 -1.7387 0.113 0.022 0.078 0.16
H -4.2289 -5.6377 0.2611 0.016 0.027 0.017 0.12
H -3.7290 -1.6630 2.4636 0.029 0.076 0.259 0.06
H 5.2752 0.8528 6.7619 -0.006 -0.009 0.024 0.08
H -2.4163 -2.8314 2.4654 -0.146 0.076 -0.013 0.06
H 3.7016 0.6765 -3.0797 -0.009 0.005 0.002 0.06
H 8.9046 -0.3592 -3.1472 0.006 0.001 -0.017 0.07
H 2.0512 0.9188 1.2884 -0.109 0.066 -0.148 0.07
H -4.9624 4.9213 -1.0870 0.033 0.019 0.014 0.06
H 7.1416 0.7964 -4.5125 -0.007 -0.002 0.030 0.11
H -0.6595 3.7061 2.6771 -0.160 -0.095 0.143 -0.03
H -6.2186 -2.1812 -0.1275 0.015 0.043 0.000 0.08
```
Forces are in eV/Å.